DFT (ωB97M-V/def2-TZVPD) results for 2 unconnected molecules or ions with the total composition C4H9NOPS at a distorted geometry.

Properties
Energy relative to the best compared isomer or geometry (same formula, charge and spin) ... 54.1 kcal per mole
Electronic energy ... -1027.0433 hartree
Orbital gap ... 9.51 eV
Total charge ... +1
F_max ... 3.0 eV/Å
HOMO ... -13.610 eV

XYZ file:
```
17
C4H9NOPS ωB97M-V/def2-TZVPD
C 1.16048 0.74698 -1.15624
C 4.12149 -0.40720 0.41970
C -2.79565 0.64639 -0.37102
C -1.96231 0.55844 0.89898
N 0.31428 0.37652 -0.46492
O 2.98608 -0.30535 0.04359
P -0.46997 -0.53062 0.80199
S -1.15359 -2.09794 -0.39486
H 1.86036 1.13296 -1.85181
H 4.39510 -1.04052 1.27410
H 4.95724 0.11515 -0.06346
H -3.22817 -0.31668 -0.62856
H -3.61316 1.34549 -0.21061
H -2.20616 1.00171 -1.21206
H -2.56293 0.16275 1.72110
H -1.61231 1.54924 1.20460
H -0.19078 -2.93732 -0.01052
```